60
Properties=species:S:1:pos:R:3:forces:R:3 method="wB97M-V/def2-TZVPD" total_charge=0 e_lumo_ev=-0.081 gap_ev=5.8
Rh 0.570 0.660 0.498 -0.761 -0.114 -0.167
C -4.842 -1.362 -3.613 0.017 -0.002 -0.002
C -3.543 -0.665 -3.310 -0.050 -0.019 -0.009
C -3.287 -0.153 -2.045 0.013 0.026 0.044
C -2.102 0.513 -1.760 -0.056 -0.034 -0.102
C -1.176 0.673 -2.780 -0.037 -0.073 -0.055
C -1.399 0.170 -4.056 0.002 0.022 0.075
C -2.583 -0.501 -4.308 0.051 0.012 -0.048
S 0.352 1.484 -2.381 -0.076 -0.402 0.126
O 1.965 -0.487 -3.183 0.008 -0.005 -0.038
O 0.029 2.902 -3.263 0.060 0.022 -0.180
N 0.482 2.064 -0.972 0.132 0.365 0.143
C -0.210 3.291 -0.541 0.029 -0.048 -0.191
C -0.959 3.086 0.782 -0.158 -0.058 0.443
O -1.526 4.059 1.260 0.010 0.068 -0.136
O -0.939 1.906 1.290 0.239 -0.048 -0.014
H -5.356 -1.654 -2.698 0.001 -0.002 0.001
H -4.679 -2.256 -4.216 0.000 0.002 0.000
H -5.509 -0.706 -4.174 0.002 0.004 -0.002
H -4.026 -0.274 -1.261 0.017 0.003 0.009
H -1.897 0.881 -0.761 0.035 0.015 0.037
H -0.654 0.308 -4.828 -0.005 -0.011 -0.021
H -2.770 -0.899 -5.298 0.006 0.007 -0.003
H -0.941 3.648 -1.269 0.050 -0.018 -0.054
H 0.518 4.088 -0.391 0.027 -0.021 -0.030
C 0.025 -2.832 2.941 0.015 0.034 -0.034
C 0.018 -2.346 4.240 0.003 0.019 0.034
C 0.233 -0.996 4.440 0.018 -0.080 -0.067
C 0.442 -0.154 3.350 0.037 0.218 0.154
N 0.449 -0.632 2.090 0.099 0.278 0.026
C 0.248 -1.942 1.908 -0.023 -0.101 0.044
C 0.664 1.312 3.574 -0.043 -0.467 -0.327
C 0.016 1.965 4.610 -0.072 0.227 0.090
C 0.212 3.330 4.758 -0.027 -0.145 -0.018
C 1.054 3.978 3.875 0.035 0.034 -0.061
C 1.666 3.232 2.877 -0.099 0.023 -0.025
N 1.474 1.929 2.714 0.367 -0.005 0.414
H -0.146 -3.877 2.724 0.003 -0.005 0.002
H -0.146 -3.008 5.080 0.001 -0.001 0.001
H 0.265 -0.582 5.437 -0.006 -0.016 0.006
H 0.246 -2.269 0.876 -0.020 0.011 -0.009
H -0.673 1.437 5.254 0.007 -0.005 -0.008
H -0.307 3.875 5.535 0.001 0.013 -0.001
H 1.221 5.044 3.936 0.004 -0.001 -0.001
H 2.325 3.708 2.158 0.015 -0.006 0.014
O 1.027 1.871 -3.753 -0.043 0.191 -0.132
C 1.438 -0.043 -2.177 -0.032 -0.039 0.165
N 1.486 -0.475 -0.916 0.292 -0.109 -0.087
C 1.247 -3.169 -2.313 0.023 -0.001 0.038
C 2.270 -2.748 -1.332 -0.076 0.029 0.030
N 2.348 -1.562 -0.740 -0.020 0.237 -0.074
C 3.386 -1.539 0.164 -0.008 -0.069 0.051
C 3.967 -2.758 0.118 -0.029 0.031 -0.029
N 3.261 -3.493 -0.817 0.053 0.007 0.020
H 0.298 -2.698 -2.052 -0.010 -0.003 -0.016
H 1.134 -4.252 -2.306 -0.006 0.001 0.009
H 1.519 -2.820 -3.308 0.004 0.016 -0.005
H 3.568 -0.656 0.753 -0.015 0.005 -0.009
H 4.804 -3.161 0.657 -0.004 -0.018 -0.005
H 3.442 -4.447 -1.077 0.001 0.002 -0.013

=====

60
Properties=species:S:1:pos:R:3:forces:R:3 method="wB97M-V/def2-TZVPD" total_charge=-1 e_lumo_ev="2.010 / 1.921" gap_ev="5.1 / 4.9"
Ti 1.398 0.064 -0.745 1.135 1.179 1.320
C 1.050 3.901 -3.067 0.232 -0.248 -0.011
C 1.468 2.618 -2.802 0.202 0.377 -0.419
N 0.790 1.796 -1.985 -1.053 0.170 0.741
C -0.421 2.282 -1.546 0.092 -0.602 -0.153
C -0.776 3.616 -1.780 -0.104 0.406 -0.098
N -0.056 4.438 -2.502 -0.214 -0.035 0.070
C -1.237 1.289 -0.919 -0.142 0.840 -0.201
C -2.601 1.383 -0.752 -0.020 -0.281 0.148
C -3.337 0.290 -0.268 0.774 0.119 -0.043
C -2.618 -0.873 0.062 0.191 0.210 -0.099
C -1.256 -0.927 -0.150 -0.339 -0.671 0.276
N -0.545 0.143 -0.632 -0.695 -0.125 -0.141
C -0.425 -2.089 -0.037 0.176 0.233 -0.491
C -0.753 -3.305 0.570 -0.076 -0.210 0.020
N 0.047 -4.345 0.573 -0.148 0.117 0.060
C 1.219 -4.187 -0.078 0.068 0.137 -0.192
C 1.594 -3.002 -0.665 0.362 -0.697 -0.164
N 0.807 -1.916 -0.623 -1.275 -0.490 0.560
C -4.780 0.344 -0.201 -0.739 -0.035 0.076
C -5.517 -0.391 0.741 0.218 0.240 -0.281
C -6.893 -0.298 0.740 -0.072 -0.137 0.131
N -7.594 0.442 -0.111 -0.290 0.054 -0.033
C -6.900 1.134 -1.010 -0.133 0.075 -0.005
C -5.525 1.126 -1.097 0.208 -0.144 0.186
H 1.604 4.555 -3.726 0.128 -0.117 -0.056
H 2.364 2.224 -3.268 -0.021 0.066 0.187
H -1.676 4.032 -1.342 -0.058 -0.113 0.069
H -3.113 2.297 -1.008 0.032 0.122 -0.058
H -3.149 -1.744 0.410 0.037 -0.175 0.008
H -1.702 -3.424 1.081 -0.060 0.101 0.009
H 1.860 -5.056 -0.095 0.177 0.028 -0.123
H 2.544 -2.903 -1.181 -0.181 0.014 0.163
H -5.006 -0.995 1.475 -0.004 -0.066 0.094
H -7.480 -0.844 1.470 0.046 -0.061 0.057
H -7.493 1.726 -1.699 0.041 0.044 -0.071
H -5.028 1.693 -1.871 -0.011 0.015 -0.048
N 3.463 1.711 -0.837 0.236 -0.194 0.078
N 4.088 1.217 -2.003 0.377 0.027 0.176
C 3.623 -0.004 -2.556 1.909 0.817 -0.693
O 4.364 -0.562 -3.347 -0.143 -0.179 0.052
O 2.440 -0.339 -2.243 -0.165 -0.703 -0.804
H 3.471 2.731 -0.852 -0.230 -0.305 -0.142
H 3.938 1.368 0.010 -0.295 0.047 -0.382
H 5.102 1.303 -2.052 -0.418 -0.171 0.036
C 4.322 -1.978 2.821 -0.066 0.079 -0.063
C 3.144 -1.254 2.203 -0.186 0.139 -0.006
S 3.394 -0.912 0.505 0.263 -0.058 -0.029
C 2.052 -0.943 2.916 -0.193 0.292 -0.285
C 1.857 -1.319 4.358 -0.004 0.066 -0.248
S 0.630 -0.058 2.288 0.343 -0.164 0.014
H 5.100 -2.076 2.067 0.075 -0.053 0.090
H 4.038 -2.976 3.153 0.021 -0.085 0.045
H 4.728 -1.430 3.672 0.043 -0.008 0.078
H 2.729 -1.822 4.758 0.085 -0.101 0.111
H 0.999 -1.986 4.449 -0.110 -0.091 0.135
H 1.648 -0.430 4.951 -0.011 0.032 0.125
C 1.288 1.154 1.086 0.074 0.409 0.755
H 2.195 1.562 1.563 -0.197 -0.049 -0.354
H 0.520 1.945 1.127 0.109 -0.088 -0.175

=====

50
Properties=species:S:1:pos:R:3:forces:R:3 method="wB97M-V/def2-TZVPD" spin_multiplicity=4 total_charge=+1 e_lumo_ev="-1.894 / -4.764" gap_ev="9.0 / 6.0"
C 0.862 -2.130 1.886 -0.065 -0.980 -0.236
C -0.498 -2.343 1.433 0.124 -0.723 -0.048
C -0.446 -2.677 0.030 1.051 -0.425 0.327
H -1.376 -2.290 2.069 0.160 -0.150 -0.258
C 0.940 -2.636 -0.387 -0.323 -0.810 0.794
C 1.749 -2.287 0.758 -0.250 -0.667 -0.457
H 2.829 -2.175 0.763 -0.280 -0.141 -0.006
H 1.141 -1.970 2.922 0.000 0.165 -0.342
H -1.303 -2.916 -0.586 0.159 0.071 0.101
H 1.322 -2.849 -1.376 -0.112 0.198 0.157
C -0.685 1.303 0.427 0.729 0.867 0.232
C -0.496 0.815 1.767 -0.379 0.971 0.069
C 0.921 0.680 1.999 -0.162 1.116 0.139
H -1.263 0.633 2.516 0.119 0.053 -0.357
C 1.613 1.090 0.802 0.109 0.390 -0.225
C 0.617 1.460 -0.177 -0.353 0.700 0.632
H 0.814 1.800 -1.188 -0.032 -0.146 0.176
H -1.636 1.518 -0.050 0.177 -0.143 0.095
H 1.359 0.389 2.949 -0.056 0.030 -0.341
H 2.691 1.132 0.672 -0.335 0.030 -0.018
Re 0.354 -0.640 0.430 -0.122 -0.637 -0.353
O 0.297 -0.725 -2.499 -0.055 -0.905 -1.706
C -0.960 -1.193 -2.994 1.121 -0.309 -0.869
C 0.240 -1.540 -3.842 -0.996 0.482 2.163
H -1.418 -2.006 -2.425 -0.062 0.375 -0.155
H -1.605 -0.398 -3.377 -0.061 -0.373 0.204
H 0.631 -2.563 -3.735 -0.055 0.600 0.042
H 1.452 -2.494 -6.124 -0.101 0.273 -0.070
C 1.087 -1.470 -6.230 -0.487 0.349 1.078
C 0.504 -0.823 -5.094 0.381 0.553 -1.597
C 0.064 0.504 -5.253 0.039 -0.354 -0.191
H -0.357 1.029 -4.391 0.145 -0.087 -0.355
C 0.130 1.133 -6.499 0.085 0.034 0.104
H -0.254 2.148 -6.603 0.141 -0.259 0.035
C 0.674 0.481 -7.608 -0.008 -0.313 0.450
H 0.715 0.976 -8.576 -0.009 -0.081 0.218
C 1.163 -0.821 -7.462 -0.097 0.153 0.201
H 1.598 -1.337 -8.316 -0.084 0.089 0.202
Te -0.950 -1.207 4.925 -0.055 -0.366 0.096
C -1.055 0.708 5.669 -0.166 0.484 0.488
C -2.323 1.339 5.782 1.016 0.106 -0.020
C -2.369 2.664 6.220 0.093 -0.078 0.018
C -1.191 3.342 6.575 0.062 -0.500 -0.179
C 0.048 2.681 6.521 -0.003 -0.054 0.023
C 0.133 1.355 6.086 -0.993 0.278 -0.226
H -3.210 0.759 5.519 0.174 0.407 0.076
H -3.329 3.173 6.289 0.215 -0.093 0.019
H -1.240 4.384 6.904 0.019 -0.417 -0.109
H 0.956 3.206 6.825 -0.288 -0.134 -0.059
H 1.065 0.791 6.051 -0.128 0.371 0.039

=====

57
Properties=species:S:1:pos:R:3:forces:R:3 method="wB97M-V/def2-TZVPD" total_charge=-1 e_lumo_ev=2.303 gap_ev=5.9
Pd -0.356 -0.788 -0.566 -0.335 -0.081 0.170
I -1.973 3.802 1.753 -0.010 0.010 -0.016
C -0.754 2.361 2.638 0.050 -0.067 0.023
C -0.278 2.561 3.934 -0.029 0.151 0.137
C 0.532 1.647 4.554 -0.020 -0.082 -0.155
I 1.201 2.045 6.497 -0.003 0.018 0.013
C 0.898 0.454 3.875 -0.004 0.050 0.062
C 1.729 -0.556 4.403 0.038 -0.087 -0.017
C 2.014 -1.668 3.657 -0.002 0.046 0.051
C 1.455 -1.786 2.375 -0.090 0.021 -0.005
N 0.678 -0.867 1.859 0.191 -0.177 -0.038
C 0.403 0.242 2.563 0.010 0.089 0.019
C -0.439 1.225 1.874 -0.016 -0.003 -0.042
O -0.839 1.035 0.694 -0.009 0.147 -0.118
H -0.561 3.468 4.453 0.014 -0.011 0.013
H 2.138 -0.440 5.398 0.003 -0.002 -0.001
H 2.654 -2.451 4.043 0.005 0.003 0.014
H 1.646 -2.661 1.760 -0.006 0.002 -0.012
N 1.791 0.860 -0.937 0.121 -0.101 -0.211
S 2.859 0.877 -2.085 -0.108 0.185 0.116
C 2.156 0.521 -3.719 0.119 0.025 -0.027
C 0.947 -0.139 -3.794 -0.117 -0.009 0.083
C 0.452 -0.522 -5.037 0.013 0.009 -0.009
C 1.170 -0.245 -6.188 -0.013 -0.005 0.018
C 2.394 0.413 -6.102 -0.008 -0.008 -0.046
C 2.893 0.791 -4.868 0.037 0.021 0.011
C 3.322 2.593 -2.426 -0.040 -0.051 -0.035
C 4.582 3.024 -2.048 0.037 -0.042 0.011
C 4.926 4.362 -2.198 0.016 0.009 0.002
C 4.006 5.260 -2.714 -0.027 0.009 -0.012
C 2.738 4.824 -3.084 0.031 0.029 0.002
C 2.395 3.492 -2.943 -0.020 -0.094 0.023
H 1.047 1.541 -1.107 -0.080 -0.068 0.082
H 0.386 -0.381 -2.894 0.021 0.003 0.053
H -0.490 -1.052 -5.076 -0.002 -0.003 -0.021
H 0.786 -0.545 -7.155 0.000 0.000 -0.003
H 2.959 0.629 -7.001 0.006 0.003 0.002
H 3.846 1.305 -4.799 0.000 -0.002 -0.006
H 5.288 2.317 -1.631 -0.003 -0.010 0.003
H 5.912 4.700 -1.903 -0.001 0.006 -0.002
H 4.272 6.303 -2.825 0.003 0.005 0.000
H 2.016 5.526 -3.480 0.000 0.006 -0.001
H 1.410 3.140 -3.230 -0.006 0.019 -0.005
C -3.308 0.297 -1.229 -0.032 -0.109 0.017
As -2.619 -1.496 -0.796 0.073 0.221 -0.030
C -4.163 -2.472 -1.566 0.097 0.005 0.086
C -3.008 -1.761 1.098 -0.068 -0.025 -0.076
S -0.995 -2.666 -1.783 0.124 -0.094 -0.153
H -4.382 0.340 -1.038 0.000 0.024 0.007
H -3.118 0.471 -2.288 0.001 -0.011 0.012
H -2.769 1.030 -0.632 0.021 -0.026 0.011
H -5.098 -2.025 -1.220 -0.024 -0.020 -0.004
H -4.110 -3.519 -1.270 0.037 0.010 0.016
H -4.093 -2.411 -2.651 0.001 0.030 0.004
H -4.085 -1.742 1.277 0.005 0.008 0.013
H -2.506 -0.972 1.654 -0.007 0.015 -0.014
H -2.597 -2.726 1.390 0.003 0.010 -0.017

=====

Number 1: M 610.46 g mol⁻¹. Number 2: M 567.50 g mol⁻¹. Number 3: M 641.25 g mol⁻¹. Number 4: M 855.75 g mol⁻¹.